# 1
The following is a quantum chemistry calculation of 14 unconnected molecules or ions with the total composition C44H123N11O21 at a distorted geometry, from the Open Molecules 2025 dataset.

As for the relative energy (zero: lowest compared OMol25 entry of this formula, charge and spin): 851.13 kJ/mol. For the largest force on an atom, the calculation gives 0.1230 hartree/bohr. The calculation puts the total energy at -3931.96417 hartree. The value obtained for the LUMO energy is -0.043 eV. The calculation puts the HOMO energy at -8.22 eV.

Last column: Löwdin charge in e.
Atoms and positions in Å:
O 2.75032 -6.97984 -10.68762  -0.21
O 2.86836 5.65576 -9.69692  0.06
O -1.06615 -2.29976 -8.55305  -0.05
O 3.85198 -11.56438 -13.01043  -0.05
O -2.11219 0.94595 -22.10698  -0.22
O 1.06696 -0.50893 -18.90217  -0.20
O 7.09530 -0.15976 -8.87654  -0.05
O -7.92242 -5.34560 -3.82196  -0.21
O 7.11100 4.25999 -16.11092  -0.22
O 1.63902 -2.04326 -11.84050  -0.21
O -3.63389 -8.23374 -3.46067  -0.20
O 8.80473 -10.29324 -5.55411  -0.22
O -4.93437 -8.31946 -14.46781  -0.06
O -3.67577 1.74782 -13.53913  -0.06
O -1.95216 -0.16682 -4.84797  -0.18
O 8.31349 -6.47568 -8.83377  -0.23
O 2.42524 -21.00408 -9.67445  -0.20
O 4.02409 -1.72736 -5.52813  -0.21
O 1.07860 -14.82492 -10.48099  -0.22
O 12.93940 6.72525 -14.75784  -0.18
O 2.21673 -11.11300 -19.07253  -0.04
N 0.05025 1.93731 -20.90642  -0.07
N 0.65804 -4.68911 -11.55661  -0.06
N -6.47914 -8.17524 -3.90681  -0.03
N 10.76841 -8.05203 -7.63233  -0.07
N 1.53858 4.07999 -10.33136  0.15
N 3.08189 -11.91540 -17.13089  0.16
N 0.65528 -17.83286 -9.12030  -0.09
N 10.72008 4.90412 -15.12412  -0.09
N 2.69677 -9.79997 -17.27931  0.16
N 0.95772 0.07727 -6.20669  -0.07
N 3.05324 3.72383 -8.71381  0.17
C -5.67595 -9.03129 -2.98936  -0.25
C -4.31125 -9.45537 -3.49528  -0.25
C 2.56996 4.51659 -9.61032  -0.82
C 2.47807 -0.34372 -18.94919  -0.11
C -2.33488 1.53985 -23.40963  -0.09
C 1.65485 -16.83448 -9.26398  -0.22
C 2.73352 -1.86466 -6.06829  -0.24
C 9.84749 -9.36931 -5.75406  -0.21
C 0.33057 0.68160 -18.73702  -0.20
C 11.45293 5.38521 -16.25494  -0.22
C 0.40457 -3.95306 -12.76060  -0.23
C -8.51765 -6.59705 -3.81486  -0.24
C 1.06216 -19.25876 -8.89147  -0.21
C 1.87709 -19.74354 -10.03781  -0.24
C 4.62430 -2.95396 -5.10465  -0.07
C -0.03173 -15.21572 -11.34324  -0.09
C 9.56553 4.07463 -15.46882  -0.18
C 2.53900 -1.36427 -12.71930  -0.08
C 9.12113 -11.27871 -4.56071  -0.11
C 0.71159 1.90954 -19.64942  -0.20
C 9.68179 -6.41025 -9.15375  -0.25
C -8.84229 -4.25586 -3.97997  -0.08
C 0.21173 0.89216 -5.39998  -0.24
C 0.32485 0.90667 -21.91996  -0.20
C -7.67277 -7.77288 -3.14011  -0.18
C 12.07146 6.77227 -15.89560  -0.20
C -3.29584 -7.70507 -4.79904  -0.06
C 3.44956 -7.49887 -9.60234  -0.12
C -2.53200 -1.27958 -4.23389  -0.14
C -0.94384 0.03515 -21.99651  -0.16
C 8.42131 4.89130 -16.19962  -0.17
C 14.24698 6.39511 -15.17026  -0.13
C 10.47104 -6.64253 -7.85658  -0.19
C 2.60776 -10.96113 -17.86375  -0.74
C 1.41354 -22.08488 -9.60393  -0.06
C 9.55952 -8.79490 -7.20653  -0.17
C 0.84675 -6.07231 -11.83969  -0.22
C 0.43844 -2.50141 -12.48866  -0.24
C 0.97002 -15.43259 -9.16168  -0.17
C 2.06499 -0.60403 -5.47371  -0.20
C 7.43727 -5.99240 -9.98310  -0.03
C -0.68107 0.18727 -4.29451  -0.18
C 6.04855 5.04286 -15.70887  -0.14
C 1.32292 -6.90377 -10.61486  -0.19
H -0.32328 -2.10454 -11.81756  0.12
H 1.61731 -14.80959 -8.54445  0.11
H 7.82442 -4.99776 -10.20422  0.08
H 2.85239 0.14937 -5.49608  0.12
H 2.80581 -19.20421 -10.22409  0.13
H 3.41517 -11.90300 -16.17754  0.11
H 2.37194 3.03446 -8.42975  0.11
H 10.85398 5.51474 -17.15637  0.11
H 1.21028 -4.22988 -13.44052  0.12
H 3.45025 -1.05766 -12.20577  0.09
H 12.53296 7.29687 -16.73221  0.12
H 9.91892 -5.40674 -9.50708  0.11
H 11.41022 -6.09515 -7.93664  0.11
H -0.62057 -3.00397 -9.02399  0.02
H -2.23585 -2.23145 -4.67472  0.08
H 3.11932 -11.96442 -12.54201  0.03
H -3.96387 2.59519 -13.87854  0.03
H 0.42509 1.02685 -17.70748  0.11
H 6.45230 -5.89465 -9.52661  0.07
H 12.21069 4.63781 -16.49006  0.11
H 4.08791 -3.05293 -4.16094  0.09
H 2.41008 -16.89719 -8.48053  0.11
H 1.22629 3.12321 -10.24681  0.09
H -9.60501 -4.58781 -4.68436  0.09
H 9.83090 -7.12344 -9.96444  0.12
H -0.88750 1.62907 -20.69259  0.07
H 6.77632 -0.64941 -8.11843  0.02
H 1.58327 -19.40874 -7.94593  0.12
H -8.71671 -6.86559 -4.85234  0.12
H -0.03633 -15.29664 -8.76561  0.11
H -8.39113 -8.58034 -2.99844  0.11
H -9.42931 -6.56117 -3.21847  0.11
H -2.63386 -8.39842 -5.31783  0.09
H -4.45198 -9.91407 -4.47399  0.12
H 2.00890 -0.42110 -12.85164  0.08
H 0.80862 -22.07024 -10.51054  0.08
H -3.91270 -10.23928 -2.85128  0.12
H 4.39736 -3.71127 -5.85503  0.09
H 9.19351 -9.64420 -7.78345  0.12
H -0.93528 -14.87252 -10.83935  0.08
H 3.18278 -6.87004 -8.75294  0.09
H 10.98986 -8.58905 -8.45857  0.10
H 9.39730 -10.92127 -3.56871  0.08
H 2.07018 -16.94726 -10.26542  0.12
H -3.27592 2.07971 -23.51499  0.08
H -0.17455 -16.28163 -11.52081  0.08
H -2.30391 -1.30935 -3.16844  0.08
H -0.18302 -0.68963 -3.88088  0.10
H 7.42216 -6.66594 -10.83997  0.08
H -0.35297 1.53225 -6.07783  0.12
H 3.36124 -8.55616 -9.35247  0.08
H 2.76626 -8.94607 -17.81420  0.12
H -1.58880 2.29410 -23.65974  0.08
H -0.79763 0.87355 -3.45574  0.11
H -8.18234 -3.45988 -4.32490  0.09
H 11.17835 7.31552 -15.58680  0.12
H 9.16147 3.52482 -14.61879  0.11
H -2.71616 -6.80077 -4.61377  0.08
H 9.94928 -6.21461 -7.00057  0.13
H -5.50347 -8.94520 -14.91593  0.03
H 0.75517 -21.87055 -8.76207  0.07
H 3.92049 -10.68375 -12.64160  0.03
H 5.68601 -2.84770 -4.88194  0.09
H 2.63008 -1.96147 -13.62658  0.09
H 5.88958 5.87254 -16.39768  0.09
H -5.77251 -7.46964 -4.05810  0.08
H -6.16676 -10.00271 -2.92978  0.11
H 4.51138 -7.43237 -9.83946  0.07
H 0.94831 1.48615 -4.85894  0.12
H 6.25017 5.25249 -14.65840  0.09
H 2.60884 -0.07860 -19.99834  0.07
H 14.57149 7.15280 -15.88351  0.08
H 1.06022 4.59827 -11.05433  0.11
H -0.06283 -6.57169 -12.17346  0.12
H 2.75726 -1.71296 -7.14742  0.12
H 9.84613 -11.97744 -4.97815  0.08
H 0.02524 -14.73057 -12.31765  0.08
H -4.20791 -7.41748 -5.32203  0.08
H 10.71127 5.44426 -14.27074  0.12
H -0.11030 -17.52927 -8.53565  0.10
H 10.81869 -9.85197 -5.64500  0.11
H 1.18713 -19.70541 -10.88078  0.13
H 2.94334 0.38303 -18.28327  0.09
H 1.76033 2.20585 -19.67047  0.12
H 1.50945 -4.34259 -11.13812  0.12
H 1.59227 -6.32480 -12.59371  0.12
H 8.44613 5.88704 -15.75695  0.11
H -9.25701 -3.99919 -3.00517  0.09
H -3.50279 1.90720 -12.61128  0.03
H 8.26323 -11.92615 -4.37925  0.08
H 0.99496 -6.52849 -9.64548  0.11
H 0.42635 -0.71169 -6.54624  0.10
H 15.01080 6.45456 -14.39493  0.08
H 8.58148 4.90301 -17.27773  0.11
H -2.44246 0.73952 -24.14175  0.08
H 0.58601 1.28451 -22.90846  0.10
H 1.98080 -2.62800 -5.87128  0.13
H 0.12807 -19.77971 -8.68128  0.11
H -7.37305 -7.38413 -2.16689  0.11
H -3.61104 -1.35385 -4.36902  0.08
H 5.13796 4.44433 -15.68257  0.08
H 9.92044 3.26330 -16.10433  0.11
H -4.15505 -8.26502 -15.02092  0.03
H -1.93902 -2.26423 -8.94428  0.03
H 0.18995 2.75362 -19.19829  0.11
H 0.12432 -1.93578 -13.36587  0.12
H 9.63181 -8.66245 -4.95286  0.12
H -0.70068 0.33479 -18.67103  0.12
H 3.15611 -1.19689 -18.92752  0.08
H -1.18515 -0.48308 -21.06844  0.12
H 1.87764 -0.92114 -4.44782  0.11
H 1.16722 0.26728 -21.65595  0.10
H 14.43946 5.39375 -15.55537  0.08
H 8.80215 -8.02205 -7.07544  0.10
H 2.87309 -9.88297 -16.28827  0.10
H -5.47582 -8.66122 -1.98382  0.12
H -0.55680 -4.14345 -13.23770  0.13
H 1.93179 -23.03016 -9.44275  0.09
H -0.66947 -0.68266 -22.76953  0.12
H 6.42207 0.50186 -9.03549  0.03
H 0.89463 -7.90525 -10.57364  0.11
H 3.86307 4.00999 -8.18239  0.13
H 2.90678 -12.85319 -17.46252  0.12

# 2
The following is a quantum chemistry calculation of 11 unconnected molecules or ions with the total composition C31H88N6O15 at a distorted geometry, from the Open Molecules 2025 dataset.

As for the relative energy (zero: lowest compared OMol25 entry of this formula, charge and spin): 0.00 kJ/mol. For the largest force on an atom, the calculation gives 0.0657 hartree/bohr. As for the SMILES: COCCNCCOC.COCCNCCOC.COCCNCCOC.COCCNCCOC.NC(N)=O.CO.CO.CO.CO.CO.CO. The calculation puts the total energy at -2690.74514 hartree. The value obtained for the LUMO energy is 0.587 eV. The calculation puts the HOMO energy at -8.31 eV.

Last column: Löwdin charge in e.
Atoms and positions in Å:
O -3.57074 -1.88526 0.15089  -0.21
O -1.20024 3.54549 1.14388  -0.14
O -5.31221 0.77161 -4.78662  -0.20
O 1.00352 2.81956 -1.89642  -0.15
O 2.10161 -4.86515 -0.59783  -0.17
O -1.46212 -0.88560 -5.81115  -0.20
O -1.86018 1.28414 2.96514  -0.15
O 0.87563 5.48463 1.72565  0.02
O 3.29158 0.46782 3.66780  -0.20
O 2.34899 -0.31536 1.16758  -0.13
O 0.19462 -0.49952 5.86117  -0.21
O 1.11720 3.63497 5.45400  -0.20
O 5.57665 -1.32126 -1.56509  -0.20
O -4.18955 -6.35019 -1.59149  -0.18
O -1.11496 2.97888 -3.56889  -0.14
N -2.73384 1.53888 -5.65244  -0.07
N 4.58411 -3.39068 0.30384  -0.07
N -2.57982 -3.79387 -1.46997  -0.03
N 2.38432 7.01031 1.12688  0.15
N 1.59693 5.41689 -0.45747  0.16
N 2.31948 1.21908 6.06292  -0.10
C 4.61052 0.68770 3.27709  -0.18
C 2.72144 -5.09517 0.62427  -0.25
C -6.43151 0.46923 -3.92707  -0.09
C 5.95303 -2.98507 0.09669  -0.21
C -2.34829 -4.92050 -2.38057  -0.19
C 2.54731 3.60280 5.55508  -0.19
C 1.93832 1.83735 -1.58294  -0.16
C -3.97297 2.17895 -6.09965  -0.20
C 0.63564 4.19885 4.26023  -0.12
C -5.46558 -6.87526 -1.98541  -0.12
C 0.73816 -4.93648 -0.45074  -0.14
C -3.61502 -0.83812 1.08753  -0.12
C 6.03777 -1.47862 -0.20973  -0.19
C 1.50638 -1.41252 0.89277  -0.16
C -0.75562 0.07175 6.78249  -0.07
C -0.53290 0.69862 2.61232  -0.09
C 4.25138 -4.82061 0.55397  -0.17
C 2.83905 2.50187 6.56637  -0.16
C 2.30144 0.15449 7.00170  -0.20
C -3.62125 -5.64679 -2.78504  -0.19
C -2.40974 4.23647 0.89786  -0.15
C 1.56979 5.93272 0.84373  -0.62
C -4.98495 2.16068 -4.98369  -0.21
C -1.61670 1.34881 -6.56622  -0.18
C -0.82516 -1.94976 -5.15171  -0.12
C -0.71359 0.33756 -5.88176  -0.20
C 1.40785 -0.95614 6.38433  -0.22
C -3.25743 -2.69315 -2.00506  -0.27
C 5.10579 -0.04279 -1.84741  -0.13
C -3.23683 -1.45195 -1.19531  -0.21
C -1.76944 3.98974 -2.84024  -0.15
H 0.34446 -5.88352 -0.07021  0.09
H -3.07481 0.65866 -5.36179  0.08
H -1.69499 -0.07602 6.31550  0.07
H -4.23682 -4.89169 -3.25253  0.10
H 0.73218 -1.12828 0.16687  0.08
H 0.29543 -4.82151 -1.44612  0.07
H 3.10167 0.78871 4.63961  0.06
H 2.33056 2.64287 7.49905  0.11
H -1.89597 1.09631 -7.62154  0.13
H 2.66756 -6.14613 0.91912  0.12
H -1.42087 -2.85373 -5.03458  0.07
H 0.85278 -1.74697 1.66527  0.07
H -2.93784 -2.40360 -3.01915  0.12
H -0.51011 4.17818 1.33107  0.02
H -0.70272 -0.48514 7.75041  0.10
H -1.07142 2.28165 -6.63810  0.11
H -2.34282 4.74311 -3.40155  0.09
H 6.47326 -3.20657 1.06982  0.13
H -6.09249 -6.11464 -2.46600  0.08
H -0.73491 1.15709 6.93395  0.09
H -2.71817 -0.21013 0.90186  0.07
H 4.68610 -5.04899 1.58482  0.13
H -4.44978 1.72483 -6.93624  0.11
H 3.02371 7.28368 0.39503  0.09
H -4.52516 -0.19475 0.93505  0.09
H 4.72939 -5.56100 -0.14863  0.12
H -5.89267 2.74335 -5.31545  0.14
H 5.36130 0.02999 3.74716  0.07
H -3.71415 3.21712 -6.35536  0.13
H 1.45606 1.39237 5.58708  0.11
H 1.81777 1.47885 -0.53102  0.09
H 1.03129 4.58280 -0.56783  0.06
H 3.90925 2.34522 6.71785  0.13
H -0.52388 -1.65769 -4.11447  0.10
H -1.85438 2.19660 2.66723  0.02
H -1.66155 -5.59867 -1.89583  0.09
H -2.43034 3.55367 -2.10261  0.07
H -4.59839 2.69831 -4.11769  0.11
H 0.23971 0.05918 -6.46757  0.15
H -2.63757 4.87024 1.72986  0.07
H 1.01672 3.71862 3.35243  0.07
H 4.89204 1.73873 3.54565  0.08
H -6.50721 1.01719 -2.97540  0.09
H 0.36889 -4.09624 0.18350  0.10
H 4.89009 0.09053 -2.91977  0.10
H -0.99171 4.50568 -2.31741  0.06
H -0.33818 0.65262 -4.93099  0.10
H -2.94158 -4.04001 -0.55512  0.12
H 0.84761 5.22951 4.22748  0.06
H 2.13741 -0.06411 2.08456  0.04
H 1.94349 -1.36634 5.55427  0.11
H 4.03713 -3.11803 -0.47400  0.08
H 5.43593 -0.86594 0.48232  0.11
H 0.25551 1.45097 2.56889  0.07
H 2.91058 2.24903 -1.67055  0.06
H -4.39360 -2.80690 -2.05872  0.14
H -0.50099 4.08431 4.34216  0.12
H -3.49485 -6.36533 -3.58976  0.11
H 2.26422 -4.53791 1.39010  0.10
H 2.10146 -2.23388 0.56201  0.04
H 2.92169 4.55868 6.02958  0.14
H 2.60251 7.29430 2.06686  0.10
H 0.31715 2.54065 -2.55833  0.06
H -6.31017 -0.59272 -3.57830  0.09
H 3.27741 -0.40463 7.05124  0.13
H 5.76605 0.75024 -1.54728  0.08
H -2.45042 4.93766 0.02441  0.07
H 1.91278 0.99397 -2.18940  0.06
H -0.66348 0.21832 1.66004  0.04
H -3.67297 -1.14086 2.14784  0.09
H -7.37518 0.51763 -4.44916  0.07
H 4.63763 0.55906 2.15605  0.07
H -2.28625 -0.88425 -1.11435  0.13
H 4.20472 0.06664 -1.24735  0.07
H -4.01704 -0.81144 -1.57908  0.11
H -3.08611 3.43613 0.53701  0.09
H 0.07147 -2.21566 -5.61969  0.06
H -1.91803 -4.54293 -3.31450  0.11
H 6.43766 -3.51846 -0.75146  0.12
H 2.99985 3.52693 4.59396  0.11
H 2.12436 0.43374 8.04837  0.11
H -5.33523 -7.69573 -2.64508  0.06
H 7.07620 -1.13961 -0.25153  0.12
H -6.02628 -7.23767 -1.08492  0.10
H -1.78520 2.47561 -4.05771  0.05
H 1.24519 -1.73670 7.13796  0.12
H 2.37463 5.50094 -1.17148  0.13
H -0.28441 0.00391 3.43607  0.08

# 3
The following is a quantum chemistry calculation of C6H12O in the gas phase at a distorted geometry, from the Open Molecules 2025 dataset.

As for the relative energy (zero: lowest compared OMol25 entry of this formula, charge and spin): 205.63 kJ/mol. For the largest force on an atom, the calculation gives 0.0244 hartree/bohr. As for the SMILES: C/C=C/C[C@@H](C)O. The calculation puts the total energy at -310.98095 hartree. The value obtained for the LUMO energy is 1.031 eV. The calculation puts the HOMO energy at -8.25 eV.

Last column: Löwdin charge in e.
Atoms and positions in Å:
O 0.19110 -0.10991 1.21145  -0.11
C -1.75949 -2.03863 0.12398  -0.09
C 1.09530 0.60358 0.29302  -0.37
C 1.17144 2.02064 0.80661  -0.06
C -0.07717 -0.78845 -1.24117  -0.16
C 0.72396 0.47129 -1.24166  -0.15
C -1.16649 -0.80737 -0.47296  -0.22
H 2.03321 0.05064 0.42367  0.14
H -2.30087 -1.85829 1.06046  0.08
H 1.62651 0.38266 -1.87173  0.11
H 1.96736 2.62567 0.36569  0.08
H -1.70250 0.12723 -0.28403  0.12
H 0.49646 -1.71004 -1.34008  0.11
H -0.98661 -2.78720 0.32490  0.08
H 0.21078 2.51522 0.61260  0.09
H -2.46620 -2.43163 -0.60494  0.07
H -0.55854 0.40929 1.55946  0.10
H 1.31816 1.96740 1.88655  0.08
H 0.18360 1.35790 -1.61182  0.11